The following is a quantum chemistry calculation of a molecular structure, C28H35N3OPt, from the OMol25 dataset.

Calculated values
HOMO (spin up / spin down) ... 2.61 / 1.71 eV
Relative energy (zero: lowest compared OMol25 entry of this formula, charge and spin) ... 0.00 kJ/mol
Expectation value of S² ... 2.07
Net charge ... -2
Multiplicity ... 3
Total energy ... -39362.0425 eV
Gap between HOMO and LUMO (spin up / spin down) ... 1.8139 / 2.7089 eV

Atoms and positions in Å:
Pt  -0.72  0.32  0.55
N  -1.26  -1.78  2.41
N  0.01  -2.42  -0.35
C  1.14  1.52  0.61
C  2.06  0.48  1.01
C  1.77  0.10  2.34
C  2.43  -1.00  3.08
H  3.08  -1.59  2.41
H  1.69  -1.70  3.50
H  3.05  -0.63  3.91
C  0.75  0.91  2.86
C  0.19  0.86  4.23
H  0.98  0.98  4.99
H  -0.29  -0.11  4.42
H  -0.55  1.65  4.39
C  0.27  1.79  1.80
C  -0.51  3.04  1.96
H  -1.34  2.91  2.67
H  -0.95  3.35  1.01
H  0.13  3.85  2.34
C  3.12  -0.13  0.17
H  4.05  -0.20  0.76
H  3.33  0.48  -0.72
H  2.88  -1.15  -0.17
C  1.24  2.47  -0.53
H  0.25  2.61  -0.99
H  1.91  2.08  -1.30
H  1.61  3.46  -0.20
C  -2.02  -1.86  3.53
H  -2.22  -0.92  4.07
C  -2.56  -3.06  4.01
H  -3.25  -3.06  4.87
C  -2.21  -4.24  3.36
H  -2.67  -5.19  3.63
C  -1.27  -4.21  2.35
H  -0.91  -5.10  1.83
C  -0.77  -2.94  1.90
C  0.25  -2.93  0.90
H  1.13  -3.57  1.00
C  -0.54  -1.17  -0.68
C  0.28  -3.14  -1.52
H  0.61  -4.15  -1.43
C  -0.03  -2.36  -2.55
H  0.04  -2.56  -3.60
N  -0.40  -1.11  -2.04
C  -0.36  0.07  -2.84
C  0.82  0.35  -3.57
C  0.87  1.53  -4.32
H  1.77  1.76  -4.91
C  -0.21  2.42  -4.35
C  -0.18  3.63  -5.25
H  -0.21  4.55  -4.66
H  -1.04  3.63  -5.92
H  0.74  3.62  -5.84
C  -1.33  2.16  -3.55
H  -2.16  2.88  -3.53
C  -1.44  0.97  -2.81
C  -2.66  0.73  -1.99
H  -3.16  -0.22  -2.21
H  -3.37  1.55  -2.20
H  -2.47  0.77  -0.90
C  2.05  -0.51  -3.50
H  1.89  -1.48  -4.00
H  2.39  -0.67  -2.47
H  2.87  0.00  -4.03
O  -2.88  0.61  1.63
H  -2.87  1.29  2.33
H  -2.81  -0.24  2.10

***

The following is a quantum chemistry calculation of a molecular structure, C28H35N5O2S2SbTi, from the OMol25 dataset.

Calculated values
HOMO (spin up / spin down) ... -3.20 / -4.99 eV
Relative energy (zero: lowest compared OMol25 entry of this formula, charge and spin) ... 197.46 kJ/mol
Expectation value of S² ... 2.03
Net charge ... -1
Multiplicity ... 3
Total energy ... -92476.0144 eV
Gap between HOMO and LUMO (spin up / spin down) ... 5.2562 / 6.9070 eV

Atoms and positions in Å:
Ti  -2.42  -0.03  0.48
O  -5.56  -0.61  2.83
C  -4.77  -0.43  1.94
N  -3.62  -1.09  1.62
C  -3.06  -2.32  1.99
O  -3.31  -3.00  2.97
C  -2.12  -2.74  0.89
C  -1.64  -4.04  0.81
C  -1.06  -4.49  -0.36
C  -1.00  -3.60  -1.47
C  -1.43  -2.32  -1.34
N  -1.94  -1.82  -0.15
C  -5.02  0.63  0.83
C  -6.05  1.55  0.90
C  -6.32  2.36  -0.18
C  -5.58  2.19  -1.34
C  -4.57  1.25  -1.35
N  -4.27  0.50  -0.28
H  -1.78  -4.68  1.67
H  -0.67  -5.50  -0.44
H  -0.63  -3.93  -2.43
H  -1.38  -1.62  -2.16
H  -6.61  1.60  1.83
H  -7.10  3.11  -0.13
H  -5.78  2.78  -2.22
H  -3.97  1.09  -2.23
S  -1.15  0.61  2.41
C  -2.04  2.06  1.98
C  -2.64  2.79  3.10
N  -3.09  3.36  3.99
C  -2.12  2.59  0.72
S  -1.42  1.87  -0.73
C  -2.78  3.87  0.48
N  -3.27  4.88  0.25
C  1.33  0.15  -3.16
C  2.27  0.82  -2.14
C  3.72  0.59  -2.54
C  1.99  2.32  -2.17
Sb  1.64  -0.06  -0.20
C  2.86  -1.90  -0.11
C  4.37  -1.76  0.12
C  2.62  -2.70  -1.39
C  2.24  -2.68  1.06
C  2.67  1.28  1.21
C  1.80  2.53  1.35
C  4.08  1.70  0.80
C  2.72  0.56  2.56
H  1.53  0.55  -4.16
H  0.28  0.34  -2.92
H  1.47  -0.94  -3.20
H  3.90  1.02  -3.54
H  3.98  -0.47  -2.60
H  4.42  1.06  -1.85
H  2.10  2.68  -3.20
H  2.69  2.89  -1.55
H  0.98  2.57  -1.84
H  4.86  -1.18  -0.66
H  4.83  -2.76  0.13
H  4.60  -1.29  1.08
H  3.10  -2.26  -2.26
H  1.55  -2.80  -1.60
H  3.02  -3.72  -1.26
H  2.38  -2.17  2.01
H  2.70  -3.67  1.13
H  1.16  -2.82  0.91
H  1.68  3.06  0.40
H  2.27  3.22  2.07
H  0.80  2.29  1.72
H  4.07  2.32  -0.09
H  4.74  0.86  0.63
H  4.52  2.30  1.61
H  1.73  0.21  2.87
H  3.08  1.26  3.33
H  3.40  -0.29  2.55

***

The following is a quantum chemistry calculation of a molecular structure, C28H36F12KN5O5P2, from the OMol25 dataset.

Calculated values
HOMO ... 0.54 eV
Relative energy (zero: lowest compared OMol25 entry of this formula, charge and spin) ... 49.74 kJ/mol
Net charge ... -2
Total energy ... -114825.9172 eV
Gap between HOMO and LUMO ... 2.7495 eV

Atoms and positions in Å:
K  -0.15  0.04  0.25
C  -5.90  0.89  4.48
C  -4.94  1.06  3.36
C  -4.43  2.30  3.00
C  -3.60  2.45  1.92
C  -3.21  1.38  1.04
N  -2.34  1.65  0.04
C  -2.54  2.67  -0.81
C  -3.86  3.06  -1.16
C  -4.19  3.94  -2.17
C  -3.19  4.56  -2.89
C  -3.49  5.54  -3.98
C  -1.84  4.26  -2.59
C  -1.50  3.41  -1.55
C  0.03  3.23  -1.26
O  0.06  2.47  -0.23
C  0.67  2.49  -2.57
F  0.47  3.08  -3.76
F  2.00  2.31  -2.42
F  0.00  1.26  -2.62
C  0.85  4.60  -0.97
F  0.08  5.38  -0.14
F  1.04  5.36  -2.12
F  2.07  4.38  -0.45
C  -3.67  0.07  1.49
C  -4.50  -0.05  2.62
C  -3.27  -1.30  0.77
O  -2.42  -0.93  -0.14
C  -4.54  -2.02  0.11
F  -5.18  -1.09  -0.67
F  -4.18  -3.06  -0.68
F  -5.50  -2.49  0.97
C  -2.58  -2.30  1.94
F  -3.37  -2.70  2.98
F  -2.14  -3.44  1.33
F  -1.53  -1.62  2.51
H  -6.33  1.84  4.82
H  -5.40  0.40  5.34
H  -6.76  0.26  4.17
H  -4.72  3.16  3.60
H  -3.19  3.42  1.67
H  -4.67  2.57  -0.61
H  -5.25  4.13  -2.40
H  -4.48  5.98  -3.79
H  -3.58  5.03  -4.98
H  -2.77  6.37  -4.07
H  -1.09  4.74  -3.20
H  -4.83  -1.05  2.90
C  4.45  -1.10  2.99
N  3.99  -0.19  1.93
C  3.80  1.21  2.44
P  3.56  -0.56  0.37
O  2.54  0.37  -0.12
O  3.10  -2.10  0.32
P  1.77  -3.02  -0.03
O  0.61  -2.50  0.71
N  2.09  -4.60  0.42
C  1.03  -5.38  1.13
C  3.37  -5.26  0.55
N  1.77  -3.08  -1.68
C  2.03  -1.90  -2.52
C  1.23  -4.22  -2.44
N  4.90  -0.57  -0.63
C  5.16  0.55  -1.54
C  5.95  -1.60  -0.65
H  3.79  -0.96  3.88
H  5.49  -0.85  3.30
H  4.43  -2.15  2.67
H  3.22  1.17  3.41
H  3.29  1.84  1.73
H  4.78  1.67  2.69
H  0.17  -4.75  1.40
H  1.46  -5.73  2.10
H  0.73  -6.28  0.57
H  4.18  -4.80  -0.02
H  3.26  -6.31  0.21
H  3.66  -5.28  1.62
H  2.36  -0.99  -2.02
H  1.09  -1.64  -3.06
H  2.76  -2.15  -3.32
H  1.17  -5.12  -1.84
H  1.89  -4.42  -3.33
H  0.22  -3.98  -2.84
H  4.32  1.24  -1.69
H  5.45  0.14  -2.51
H  6.05  1.13  -1.21
H  5.71  -2.49  -0.05
H  6.94  -1.17  -0.34
H  6.10  -1.88  -1.71